Record 1
The following is a DFT calculation (wB97M-V/def2-TZVPD) of the molecule C7H5N3S2 at a distorted geometry.

Values from the calculation:
gap between HOMO and LUMO: 7.70 eV
electronic energy: -1230.35774 Ha
spin multiplicity: 1
structure (SMILES): S=C(c1ncc[nH]1)c1nccs1
strongest force on any atom: 4.922 eV/Å

Last column: Löwdin charge in e.
CARTESIAN COORDINATES (ANGSTROEM)
C1 2.5770 1.1532 -0.3255  -0.136
C2 -3.5354 0.1085 0.3121  -0.237
C3 3.3048 0.0008 -0.1883  -0.091
C4 -3.0225 1.3471 0.0149  -0.374
C5 1.1853 -0.4191 -0.0905  -0.341
C6 -1.4317 -0.4578 0.0901  -0.635
C7 -0.2889 -1.2810 0.1015  -0.654
N1 1.2517 0.8706 -0.2601  -0.004
N2 -2.6400 -0.8775 0.3425  0.050
N3 2.3947 -1.0040 -0.0361  0.085
S1 -0.2030 -2.8820 0.3420  0.742
S2 -1.3323 1.2768 -0.2283  1.095
H1 2.9202 2.1578 -0.4626  0.097
H2 -4.5668 -0.1176 0.5260  0.105
H3 4.3630 -0.1641 -0.1761  0.106
H4 -3.5521 2.2748 -0.0554  0.058
H5 2.5760 -1.9866 0.0938  0.133

Forces on atoms 1 to 6 (eV/Å):
0.537 -0.224 0.003
-0.257 0.690 -0.074
0.300 0.471 -0.041
0.396 -0.298 -0.053
-3.995 -2.036 0.476
-0.634 1.612 -0.227

Record 2
The following is a DFT calculation (wB97M-V/def2-TZVPD) of a cluster of 2 separate species, C23H28N2O in total at a distorted geometry.

Values from the calculation:
gap between HOMO and LUMO: 8.20 eV
electronic energy: -1077.21768 Ha
spin multiplicity: 1
strongest force on any atom: 16.027 eV/Å

Last column: Löwdin charge in e.
CARTESIAN COORDINATES (ANGSTROEM)
C1 7.6627 2.3652 -1.6174  0.153
C2 6.9441 1.5746 -1.3096  -0.196
C3 5.9822 0.7529 -0.8663  -0.224
C4 5.9816 0.0906 0.4151  0.001
C5 5.0028 -0.9515 0.7412  -0.023
C6 3.8626 -1.2432 0.1331  -0.444
C7 3.7297 -0.7440 -1.0306  -0.005
C8 4.7349 0.3058 -1.7790  0.158
H1 4.6224 0.7290 -2.7443  0.057
H2 3.0272 -0.9563 -1.8295  0.109
C9 2.8261 -1.9423 0.5736  -0.204
N1 1.4397 -1.5983 0.1164  -0.107
C10 0.5669 -2.8997 0.3227  -0.020
C11 -0.7781 -2.1034 -0.0143  -0.312
N2 -1.1756 -1.0238 0.5742  -0.125
C12 -2.6286 -0.6824 0.6742  -0.049
H3 -3.1082 -1.7039 0.8445  0.156
C13 -3.0292 -0.2033 -0.7685  -0.197
C14 -4.3442 0.3046 -0.8902  -0.210
C15 -5.4402 -0.7220 -0.9758  -0.034
C16 -6.8043 -0.4674 -1.1184  0.004
C17 -7.2820 0.9121 -0.5341  0.066
C18 -6.2202 1.9014 -0.3624  -0.098
C19 -4.9312 1.5276 -0.3112  -0.069
H4 -4.1343 2.4121 -0.5173  0.149
H5 -6.4404 2.8109 -0.1653  0.027
H6 -8.2048 0.8728 -0.6414  -0.011
H7 -7.4565 -1.0626 -1.2739  -0.024
H8 -5.1781 -1.8054 -1.2485  0.123
H9 -2.3669 0.6877 -1.0504  0.129
H10 -2.7939 -0.8235 -1.6345  0.122
H11 -2.8395 0.0824 1.1672  0.020
C20 -0.1427 0.0819 0.5048  -0.304
C21 1.1568 -0.6298 0.9360  -0.290
H12 1.9221 0.1782 0.7909  0.136
H13 1.1555 -0.5048 2.0791  0.168
C22 -0.4985 1.3321 1.0698  -0.184
H14 -0.6633 1.1146 2.5656  0.221
H15 -1.4873 1.7664 0.8762  0.091
C23 0.4065 2.5610 1.1864  -0.568
O1 0.1529 3.5842 1.7716  0.003
H16 -0.8828 3.9842 1.4030  0.264
H17 0.6969 2.4990 0.0601  0.144
H18 1.3761 2.0639 1.6854  0.160
H19 -0.1824 0.3364 -0.6661  0.191
H20 -1.4101 -3.0176 0.0891  0.137
H21 -0.6321 -2.0924 -1.0891  0.113
H22 0.9499 -3.7569 -0.0950  0.088
H23 0.4901 -2.8974 1.3993  0.112
H24 2.9186 -3.0313 0.0941  0.177
H25 3.0266 -2.2679 1.5923  0.141
H26 5.0868 -1.1410 1.8390  0.123
H27 6.9374 0.4765 0.9778  0.143
H28 8.3962 2.9641 -1.9495  0.015

Forces on atoms 1 to 6 (eV/Å):
6.638 6.779 -2.894
-6.013 -5.818 2.621
-7.630 -5.696 -0.468
0.685 0.033 -1.952
5.118 3.901 5.108
3.453 2.274 -0.372

Record 3
The following is a DFT calculation (wB97M-V/def2-TZVPD) of a structure of composition C37H51BrN2P2ReS at a distorted geometry.

Values from the calculation:
⟨S²⟩: 3.796
net charge: +4
gap between HOMO and LUMO (spin up / spin down): 5.25 / 4.56 eV
electronic energy: -5281.53066 Ha
spin multiplicity: 4
strongest force on any atom: 4.532 eV/Å

Last column: Mulliken spin population.
CARTESIAN COORDINATES (ANGSTROEM)
N1 -5.9016 -1.8142 3.3936  0.002
C1 -5.0119 -1.0284 3.9976  0.002
C2 -4.4866 0.1117 3.3757  0.010
C3 -4.8507 0.3866 2.0367  -0.003
C4 -5.8729 -0.3953 1.4643  0.003
C5 -6.3408 -1.5130 2.1732  0.001
C6 -4.0611 1.3187 1.2387  0.005
Re1 0.0142 0.9299 -1.6330  1.452
P1 2.5821 0.7792 -2.5261  -0.041
C7 -4.1058 1.3751 -0.1201  0.005
C8 -2.8992 1.7117 -0.9164  -0.018
C9 -2.7018 1.2277 -2.2251  0.062
C10 -1.6475 1.6827 -3.0402  -0.014
C11 -0.7261 2.6272 -2.5133  0.135
C12 -0.7865 2.9612 -1.1447  -0.058
C13 -1.8374 2.4346 -0.3546  0.032
Br1 0.7968 3.2745 -3.5837  0.102
H1 -3.4037 1.9808 1.8124  -0.001
H2 -4.9980 1.0717 -0.6726  0.001
H3 -3.7559 0.7225 3.8982  -0.010
H4 -6.2619 -0.1988 0.4661  0.000
H5 -4.6954 -1.2947 5.0067  0.000
H6 -7.0904 -2.1702 1.7286  0.000
H7 -3.4218 0.5189 -2.6347  -0.007
H8 -1.8330 2.6478 0.7119  -0.018
H9 -1.5798 1.4135 -4.0906  0.019
H10 -0.0882 3.6912 -0.7486  -0.008
P2 -0.5723 -1.4181 -1.5253  -0.002
C14 3.4834 2.2807 -1.8791  0.005
C15 4.5019 2.9429 -2.7937  0.000
H11 3.9607 1.9735 -0.9360  0.011
H12 2.6939 2.9994 -1.6152  -0.003
H13 4.6371 3.9811 -2.4702  0.000
H14 5.4904 2.4690 -2.7294  0.000
H15 4.1869 2.9621 -3.8419  -0.001
C16 2.6347 0.5020 -4.3530  -0.023
C17 3.9929 0.2621 -4.9990  0.000
H16 2.1237 1.3601 -4.8147  0.005
H17 1.9791 -0.3724 -4.5145  0.016
H18 3.8548 0.1927 -6.0855  -0.001
H19 4.7015 1.0791 -4.8137  0.000
H20 4.4482 -0.6833 -4.6782  0.000
C18 3.5905 -0.6061 -1.8508  -0.009
C19 5.1106 -0.4303 -1.8440  -0.003
H21 3.3168 -1.4968 -2.4292  -0.001
H22 3.2155 -0.7450 -0.8257  0.002
H23 5.5657 -1.3517 -1.4576  0.000
H24 5.5316 -0.2647 -2.8430  0.000
H25 5.4402 0.3853 -1.1903  0.000
C20 0.4790 -2.3339 -0.3209  0.018
C21 1.5124 -3.3219 -0.8709  0.000
H26 -0.1829 -2.8440 0.3956  0.005
H27 0.9791 -1.5422 0.2579  0.006
H28 1.1881 -4.3571 -0.7012  -0.001
H29 1.6998 -3.2069 -1.9409  0.000
H30 2.4647 -3.1899 -0.3471  0.001
C22 -0.3841 -2.2394 -3.1633  0.030
C23 -1.4125 -1.8080 -4.2058  0.021
H31 -0.4501 -3.3220 -2.9847  0.004
H32 0.6361 -2.0366 -3.5196  -0.023
H33 -1.1243 -2.2117 -5.1859  0.004
H34 -2.4081 -2.1991 -3.9678  0.001
H35 -1.4826 -0.7182 -4.3026  -0.001
C24 -2.3274 -1.8666 -1.0906  -0.009
C25 -2.6569 -2.1207 0.3764  -0.009
H36 -2.6085 -2.7385 -1.7024  -0.002
H37 -2.9410 -1.0289 -1.4493  0.008
H38 -3.7415 -2.2600 0.4885  0.000
H39 -2.1653 -3.0195 0.7744  -0.002
H40 -2.3802 -1.2605 1.0029  0.003
N2 0.8040 1.0991 -0.1155  0.339
S1 -0.9276 0.5256 2.8170  0.375
C26 -0.0891 -0.9543 3.2702  0.174
C27 -0.8461 -2.0931 3.6081  0.027
C28 -0.1993 -3.2712 3.9854  0.017
C29 1.1988 -3.3235 4.0088  0.154
C30 1.9514 -2.2055 3.6401  0.001
C31 1.3116 -1.0154 3.2846  0.061
C32 0.0082 1.7883 3.5872  0.069
C33 0.7419 2.7216 2.8308  0.017
C34 1.5595 3.6514 3.4822  0.015
C35 1.6000 3.6856 4.8795  0.051
C36 0.8083 2.8082 5.6292  -0.014
C37 0.0008 1.8711 4.9886  0.047
H41 1.2945 1.1751 0.7759  -0.032
H42 -1.9360 -2.0165 3.5978  -0.001
H43 -0.7917 -4.1401 4.2714  0.002
H44 1.7032 -4.2375 4.3291  -0.001
H45 3.0430 -2.2485 3.6465  0.002
H46 1.8798 -0.1178 3.0489  -0.006
H47 0.6717 2.6833 1.7431  -0.004
H48 2.1631 4.3415 2.8910  0.001
H49 2.2454 4.4023 5.3844  0.000
H50 0.8161 2.8444 6.7210  0.001
H51 -0.6279 1.1774 5.5426  0.002

Forces on atoms 1 to 6 (eV/Å):
0.172 -0.316 0.167
-0.102 0.617 -0.456
0.092 -0.304 -0.415
-0.572 0.018 0.198
0.204 -0.602 0.188
0.069 0.870 -0.199

Record 4
The following is a DFT calculation (wB97M-V/def2-TZVPD) of the ion H2O6P2S with charge -2 at a distorted geometry.

Values from the calculation:
net charge: -2
gap between HOMO and LUMO: 7.08 eV
electronic energy: -1533.55342 Ha
spin multiplicity: 1
strongest force on any atom: 8.000 eV/Å

Last column: Löwdin charge in e.
CARTESIAN COORDINATES (ANGSTROEM)
O1 1.9975 -0.2783 -1.9473  -0.651
O2 0.7453 1.9589 0.6167  -0.416
O3 1.2535 -2.2516 0.1011  -0.386
O4 -0.7009 0.2368 1.4732  -0.621
O5 1.6497 0.4249 2.2696  -0.442
O6 -0.5809 -0.8457 -0.9328  -0.656
P1 -1.8575 -0.0517 -0.1414  0.639
P2 1.0183 -0.9350 -0.4593  0.437
S1 0.7360 0.5824 1.0995  0.371
H1 -1.6345 1.2188 -0.5279  -0.138
H2 -2.6267 -0.0596 -1.5513  -0.137

Forces on atoms 1 to 6 (eV/Å):
-3.375 -2.393 5.724
0.231 -0.435 -0.703
0.842 -1.453 0.902
1.341 -0.383 0.268
-0.995 -0.527 -1.586
1.127 0.415 0.791

Record 5
The following is a DFT calculation (wB97M-V/def2-TZVPD) of a structure of composition C2HFI4 at a distorted geometry.

Values from the calculation:
gap between HOMO and LUMO (spin up / spin down): 7.46 / 6.42 eV
electronic energy: -1367.28860 Ha
spin multiplicity: 1
strongest force on any atom: 1.681 eV/Å

Last column: Löwdin charge in e.
CARTESIAN COORDINATES (ANGSTROEM)
C1 1.9227 0.2006 -0.4767  -0.737
C2 -1.4925 -0.4996 0.4700  -1.950
F1 2.1798 0.0780 -1.7537  -0.075
I1 1.4398 2.0928 0.0976  0.793
I2 -1.5297 0.5487 2.2856  0.642
I3 -2.1177 0.6406 -1.2308  0.602
I4 -2.0930 -2.4628 0.3736  0.694
H1 1.6906 -0.5982 0.2343  0.030

Forces on atoms 1 to 6 (eV/Å):
-0.181 0.751 1.493
-0.524 0.951 -0.516
0.023 -0.870 -0.613
0.082 0.361 0.090
-0.015 -0.462 -0.325
0.334 -0.364 0.623

Record 6
The following is a DFT calculation (wB97M-V/def2-TZVPD) of a structure of composition C31H49ClP2V at a distorted geometry.

Values from the calculation:
⟨S²⟩: 2.139
net charge: +1
gap between HOMO and LUMO (spin up / spin down): 5.87 / 6.89 eV
electronic energy: -3297.28330 Ha
spin multiplicity: 3
strongest force on any atom: 6.123 eV/Å

Last column: Mulliken spin population.
CARTESIAN COORDINATES (ANGSTROEM)
V1 -0.1388 0.0783 0.1143  2.219
C1 -0.8012 -1.8283 0.7486  0.006
C2 0.5587 -1.9293 0.3065  -0.163
C3 0.4855 -0.4272 2.0747  -0.102
C4 -0.8423 -0.9186 1.8569  0.039
C5 1.3514 -1.0608 1.1222  0.191
C6 -1.9730 -2.5987 0.2471  -0.030
H1 -1.7480 -3.0895 -0.7046  0.005
H2 -2.8470 -1.9449 0.1204  -0.012
H3 -2.2577 -3.3802 0.9671  0.002
C7 -2.0272 -0.6918 2.7256  0.010
H4 -2.9436 -1.0149 2.2197  -0.001
H5 -2.1248 0.3584 3.0122  -0.006
H6 -1.9438 -1.2732 3.6566  -0.003
C8 0.9227 0.5073 3.1432  0.108
H7 0.8625 0.0230 4.1279  -0.001
H8 0.2891 1.3999 3.1714  -0.039
H9 1.9584 0.8196 2.9797  0.002
C9 2.8379 -0.9708 1.1301  -0.027
H10 3.2552 -1.5726 1.9531  0.000
H11 3.1725 0.0625 1.2849  -0.001
H12 3.2615 -1.3560 0.1977  0.000
C10 1.0955 -2.8655 -0.7207  0.012
H13 1.5112 -3.7631 -0.2356  0.001
H14 1.9070 -2.3939 -1.2905  -0.010
H15 0.3067 -3.1884 -1.4090  0.004
C11 -2.1277 0.9360 -6.7924  0.000
C12 -2.0103 -0.3981 -6.8799  0.000
C13 -1.0946 -1.1395 -7.8135  0.000
C14 0.2634 -0.4673 -8.1468  0.000
C15 1.0266 0.0598 -6.9649  0.000
C16 0.9042 1.2767 -6.4194  0.000
C17 -0.0023 2.3781 -6.8888  0.000
C18 -1.3275 1.9435 -7.5675  0.000
H16 -1.5989 -1.3428 -8.7735  0.000
H17 0.1277 0.2883 -8.9338  0.000
H18 -0.8893 -2.1245 -7.3674  0.000
H19 -1.1373 1.6356 -8.6054  0.000
H20 -2.9089 1.3774 -6.1553  0.000
H21 -2.6948 -1.0400 -6.3119  0.000
H22 -1.9496 2.8521 -7.6259  0.000
H23 -0.2507 3.0072 -6.0186  0.000
H24 1.5745 1.5606 -5.5974  -0.001
H25 0.5304 3.0379 -7.5949  0.000
H26 0.8931 -1.2607 -8.5832  0.000
H27 1.7864 -0.6361 -6.5789  0.000
P1 -1.1470 0.0468 -2.2161  -0.030
P2 1.5510 1.3677 -1.2201  -0.058
C19 -0.3014 1.2559 -3.3408  -0.006
C20 0.7304 2.1674 -2.6700  0.015
H28 -1.0905 1.8613 -3.8120  -0.003
H29 0.1715 0.6694 -4.1418  0.005
H30 1.5367 2.4328 -3.3701  -0.002
H31 0.2778 3.1096 -2.3210  0.006
C21 2.2923 2.6792 -0.2155  0.035
H32 2.9182 2.2157 0.5603  -0.001
H33 1.5161 3.2829 0.2731  -0.018
H34 2.9184 3.3223 -0.8515  -0.002
C22 2.9824 0.5171 -1.9686  0.008
H35 3.4448 1.1896 -2.7069  -0.003
H36 2.6671 -0.4116 -2.4650  0.000
H37 3.7227 0.2680 -1.1943  0.002
C23 -2.9010 0.5630 -2.2333  0.011
H38 -3.4816 -0.1516 -1.6305  -0.002
H39 -3.2690 0.5404 -3.2734  0.000
H40 -3.0287 1.5639 -1.8042  0.001
C24 -1.2256 -1.4861 -3.2076  -0.004
H41 -0.2476 -1.9855 -3.2337  0.000
H42 -1.5381 -1.2392 -4.2379  -0.001
H43 -1.9591 -2.1743 -2.7597  0.001
Cl1 -0.5371 5.0066 -0.7246  -0.002
C25 -0.7347 4.6513 0.9514  -0.035
C26 -0.5077 5.6777 1.8581  0.019
C27 -0.6754 5.4246 3.2305  -0.036
C28 -1.0862 4.1625 3.6660  0.021
C29 -1.3345 3.1479 2.7522  -0.033
C30 -1.1343 3.3390 1.3658  0.051
C31 -1.3567 2.2747 0.3994  -0.059
H44 -0.1934 6.6573 1.4999  0.000
H45 -0.4690 6.2152 3.9475  -0.002
H46 -1.2295 3.9792 4.7340  0.001
H47 -1.7318 2.1927 3.0997  -0.004
H48 -1.8503 1.3766 0.8347  -0.074
H49 -1.8345 2.6620 -0.5027  0.000

Forces on atoms 1 to 6 (eV/Å):
-1.838 4.738 -3.415
0.515 -0.447 0.763
0.074 -0.336 0.815
0.016 -1.130 0.523
1.062 -0.990 0.540
-0.305 -0.675 0.748